(1)
75
Properties=species:S:1:pos:R:3 method="wB97M-V/def2-TZVPD" relative_energy_kj_mol=99.70 homo_energy_ev=-2.1405 max_force_ev_per_a=2.04 total_energy_ev=-98207.294 orbital_gap_ev=5.44 charge=-2
Ba 0.151 0.123 -0.462
O -0.431 1.626 4.229
C -0.825 0.884 3.174
O -0.517 -0.272 3.049
C -1.682 1.654 2.198
C -2.240 2.874 2.517
C -3.064 3.488 1.572
C -3.310 2.854 0.376
C -2.692 1.624 0.125
N -1.891 1.046 1.023
C -2.967 0.917 -1.218
O -4.104 1.091 -1.663
O -2.009 0.257 -1.715
H 0.272 1.114 4.655
H -2.014 3.338 3.465
H -3.498 4.458 1.777
H -3.951 3.271 -0.385
C 1.102 -3.201 0.433
C 1.904 -2.606 1.560
C 2.593 -3.447 2.463
C 3.310 -2.886 3.474
C 3.351 -1.483 3.624
C 4.073 -0.873 4.675
C 4.049 0.491 4.784
C 3.320 1.278 3.876
C 2.591 0.742 2.812
S 1.707 1.785 1.752
C 2.621 -0.704 2.682
N 1.928 -1.300 1.661
H 1.078 -4.290 0.497
H 1.520 -2.913 -0.534
H 0.072 -2.846 0.470
H 2.540 -4.521 2.338
H 3.854 -3.505 4.180
H 4.624 -1.493 5.372
H 4.599 0.980 5.582
H 3.313 2.355 3.983
C -3.578 -1.809 3.062
C -3.223 -2.872 2.073
N -2.776 -2.658 0.879
C -2.575 -3.834 0.186
C -2.851 -4.966 0.881
S -3.405 -4.571 2.453
C -2.164 -3.780 -1.228
C -2.548 -4.671 -2.178
S -1.901 -4.216 -3.695
C -1.136 -2.833 -2.949
N -1.356 -2.760 -1.675
C -0.389 -1.827 -3.763
H -3.680 -0.868 2.524
H -2.782 -1.691 3.795
H -4.509 -2.046 3.577
H -2.745 -5.987 0.557
H -3.210 -5.513 -2.066
H -0.242 -2.168 -4.788
H 0.582 -1.595 -3.320
H -0.963 -0.898 -3.766
O 3.532 0.337 -3.536
C 2.474 0.664 -3.002
O 1.767 -0.072 -2.232
C 1.923 2.058 -3.345
C 2.425 2.635 -4.476
C 1.963 3.872 -4.953
C 0.973 4.548 -4.270
C 0.468 4.023 -3.107
C 0.905 2.745 -2.556
O 0.418 2.285 -1.502
N -0.577 4.827 -2.447
O -1.206 5.624 -3.142
O -0.770 4.702 -1.255
N 2.510 4.445 -6.165
O 2.100 5.540 -6.543
O 3.370 3.822 -6.777
H 3.201 2.107 -5.013
H 0.597 5.492 -4.639


(2)
60
Properties=species:S:1:pos:R:3 method="wB97M-V/def2-TZVPD" relative_energy_kj_mol=78.95 multiplicity=2 homo_energy_ev="-11.3481 / -11.3430" max_force_ev_per_a=0.88 total_energy_ev=-142863.117 orbital_gap_ev="8.06 / 5.90" charge=+1
Ir 0.202 0.585 0.467
C -2.039 -3.966 2.437
N -1.305 -2.704 2.466
C -0.592 -2.229 3.532
C -0.046 -1.043 3.149
N -0.420 -0.798 1.859
C -1.179 -1.826 1.455
P -2.203 -1.852 -0.061
C -2.639 -0.081 0.015
N -1.807 0.922 0.296
C -2.541 2.066 0.416
C -3.847 1.745 0.198
N -3.896 0.401 -0.044
C -5.110 -0.360 -0.324
C -0.864 -1.720 -1.277
N 0.005 -0.724 -1.228
C 0.772 -0.783 -2.352
C 0.354 -1.850 -3.092
N -0.683 -2.428 -2.412
C -1.409 -3.624 -2.822
H -2.074 -4.362 3.447
H -1.533 -4.681 1.791
H -3.054 -3.803 2.083
H -0.522 -2.767 4.461
H 0.566 -0.376 3.720
H -2.084 3.020 0.608
H -4.729 2.360 0.178
H -5.938 0.339 -0.397
H -5.311 -1.066 0.478
H -5.013 -0.888 -1.269
H 1.538 -0.054 -2.558
H 0.699 -2.239 -4.034
H -1.212 -3.803 -3.875
H -2.478 -3.477 -2.685
H -1.077 -4.486 -2.246
Br 3.331 4.523 -0.409
C 3.972 2.787 -0.775
C 5.201 2.649 -1.417
C 5.686 1.371 -1.622
C 4.944 0.285 -1.176
C 3.734 0.547 -0.558
N 3.248 1.770 -0.369
C 2.932 -0.603 -0.012
O 3.228 -1.749 -0.219
O 1.910 -0.271 0.790
H 5.753 3.524 -1.724
H 6.639 1.223 -2.111
H 5.276 -0.736 -1.293
F -0.640 1.827 2.891
C 0.343 2.022 1.945
F 0.093 3.241 1.399
C 1.651 2.227 2.758
F 2.637 2.669 1.995
F 1.433 3.118 3.726
F 2.056 1.085 3.341
F -0.794 4.115 -1.117
B -0.496 3.197 -2.041
F 0.342 1.885 -1.013
F 0.507 3.421 -2.887
F -1.517 2.427 -2.479


(3)
82
Properties=species:S:1:pos:R:3 method="wB97M-V/def2-TZVPD" relative_energy_kj_mol=120.56 multiplicity=2 homo_energy_ev="-2.5072 / -2.5121" max_force_ev_per_a=1.66 total_energy_ev=-95347.251 orbital_gap_ev="4.06 / 4.13" charge=-1
V -0.308 0.779 0.184
C 3.142 1.705 0.602
C 3.040 2.229 -0.826
C 1.648 2.735 -1.211
N 0.596 1.734 -1.331
C 0.457 1.124 -2.530
C 1.369 1.218 -3.570
C 1.325 0.698 -4.873
C 0.288 0.139 -5.566
C -1.016 -0.053 -5.076
C -1.483 0.048 -3.801
C -0.781 0.329 -2.587
N -1.267 0.072 -1.410
C -2.502 -0.658 -1.188
C -3.597 0.293 -0.715
C -3.248 0.835 0.665
N -2.003 1.596 0.689
C -1.933 2.912 0.820
C -3.051 3.748 0.630
C -3.185 5.117 0.752
C -2.273 6.075 1.170
C -0.980 5.835 1.604
C -0.262 4.656 1.689
C -0.587 3.343 1.292
N 0.255 2.328 1.391
C 1.387 2.382 2.309
C 2.738 2.717 1.681
H 4.162 1.354 0.774
H 2.512 0.819 0.683
H 3.354 1.434 -1.505
H 3.734 3.069 -0.954
H 1.711 3.285 -2.156
H 1.327 3.464 -0.466
H 2.296 1.718 -3.332
H 2.255 0.806 -5.423
H 0.470 -0.143 -6.595
H -1.754 -0.355 -5.812
H -2.533 -0.168 -3.665
H -2.313 -1.401 -0.395
H -2.788 -1.227 -2.068
H -4.520 -0.285 -0.626
H -3.767 1.114 -1.422
H -3.092 -0.028 1.321
H -4.055 1.435 1.088
H -3.938 3.232 0.290
H -4.166 5.496 0.482
H -2.612 7.103 1.180
H -0.430 6.714 1.928
H 0.744 4.769 2.072
H 1.458 1.391 2.769
H 1.154 3.088 3.113
H 3.478 2.723 2.486
H 2.715 3.733 1.273
S -0.224 -3.042 -1.074
C -0.624 -4.356 0.029
C 0.057 -5.572 -0.135
C -0.163 -6.676 0.674
C -1.103 -6.578 1.692
C -1.794 -5.392 1.871
C -1.594 -4.253 1.071
S -2.578 -2.833 1.421
H 0.784 -5.628 -0.937
H 0.384 -7.597 0.503
H -1.301 -7.421 2.345
H -2.531 -5.312 2.661
C 2.790 -2.693 -0.984
C 1.841 -1.812 -0.225
O 1.596 -0.683 -0.655
C 1.521 -2.197 1.160
C 2.197 -3.221 1.820
C 1.865 -3.570 3.117
C 0.843 -2.901 3.780
C 0.160 -1.877 3.149
C 0.517 -1.534 1.857
O -0.147 -0.541 1.236
H 2.784 -2.376 -2.024
H 2.490 -3.738 -0.921
H 3.800 -2.572 -0.576
H 2.987 -3.753 1.308
H 2.387 -4.382 3.605
H 0.556 -3.199 4.780
H -0.669 -1.367 3.616


(4)
42
Properties=species:S:1:pos:R:3 method="wB97M-V/def2-TZVPD" relative_energy_kj_mol=1000.69 homo_energy_ev=-8.5469 max_force_ev_per_a=14.72 total_energy_ev=-47694.425 orbital_gap_ev=8.52
C -5.239 -0.462 1.442
C -4.515 -1.492 0.408
C -5.555 -2.244 -0.318
H -6.228 -2.929 0.416
H -6.366 -1.875 -1.008
H -5.293 -3.117 -0.926
H -4.053 -2.242 1.133
O -3.947 -0.775 -0.736
C -2.726 -0.421 -0.434
O -2.066 -0.714 0.688
C -2.114 0.467 -1.502
H -1.283 -0.186 -1.978
H -2.766 0.248 -2.419
S -1.387 1.968 -0.953
C 0.280 1.470 -0.918
N 0.621 0.266 -1.030
C 2.028 -0.171 -0.948
N 2.868 0.732 -0.443
C 2.634 2.134 -0.212
C 3.458 2.966 0.485
C 3.063 4.173 0.661
C 1.657 4.692 0.797
C 0.814 3.865 0.200
C 1.116 2.506 -0.085
H -0.215 4.225 -0.190
H 1.589 5.617 0.944
H 3.855 4.679 1.145
H 4.545 2.740 0.413
C 2.310 -1.432 -1.317
C 3.461 -1.996 -0.447
C 3.249 -2.546 0.582
C 4.417 -3.021 1.152
C 5.569 -2.502 0.632
S 5.087 -1.816 -0.840
H 6.540 -2.720 0.872
H 4.540 -3.350 2.235
H 2.293 -2.919 0.834
H 1.495 -2.003 -1.163
H 2.760 -1.294 -2.433
H -5.978 -0.845 2.221
H -5.869 0.127 0.966
H -4.649 0.199 2.074


(5)
52
Properties=species:S:1:pos:R:3 method="wB97M-V/def2-TZVPD" relative_energy_kj_mol=73.27 homo_energy_ev=-17.2042 max_force_ev_per_a=1.71 total_energy_ev=-179306.875 orbital_gap_ev=6.43 charge=+3
Ta -0.409 1.113 -0.044
O 1.115 2.219 0.425
N 1.541 3.183 -0.440
C 2.421 4.090 0.028
C 2.888 5.056 -0.826
C 2.441 5.075 -2.145
C 1.552 4.111 -2.591
C 1.108 3.130 -1.721
S 0.187 1.709 -2.223
H 2.695 4.000 1.069
H 3.593 5.786 -0.456
H 2.795 5.836 -2.828
H 1.205 4.094 -3.615
Se -3.801 -0.168 -2.154
N -5.057 0.639 -1.262
C -4.504 1.311 -0.257
C -5.103 2.174 0.704
C -4.274 2.820 1.590
C -2.874 2.633 1.567
N -2.301 1.797 0.707
C -3.100 1.162 -0.200
N -2.482 0.432 -1.099
H -6.175 2.330 0.719
H -4.693 3.499 2.320
H -2.230 3.153 2.263
C -0.619 -4.478 -0.935
Si -1.115 -3.395 0.476
C -0.347 -3.804 2.106
C -2.924 -3.025 0.575
As 0.113 -1.194 -0.053
Si 2.630 -1.497 0.163
C 2.835 -3.298 -0.119
C 2.938 -0.944 1.891
C 3.407 -0.453 -1.144
H -1.493 -5.030 -1.288
H 0.113 -5.217 -0.602
H -0.200 -3.939 -1.790
H -1.086 -4.335 2.710
H -0.019 -2.934 2.679
H 0.504 -4.477 1.980
H -3.339 -3.544 1.441
H -3.436 -3.406 -0.310
H -3.150 -1.957 0.681
H 2.272 -3.902 0.594
H 3.897 -3.524 0.027
H 2.569 -3.598 -1.134
H 2.635 -1.699 2.618
H 2.462 0.002 2.150
H 4.020 -0.806 1.998
H 3.559 -1.031 -2.057
H 4.390 -0.138 -0.779
H 2.845 0.444 -1.408


(6)
9
Properties=species:S:1:pos:R:3 method="wB97M-V/def2-TZVPD" relative_energy_kj_mol=58.74 homo_energy_ev=-3.7498 max_force_ev_per_a=4.09 total_energy_ev=-88113.922 orbital_gap_ev=7.16 charge=-1
O 0.556 0.216 2.756
S 0.359 -0.666 1.623
Br -1.126 -2.446 2.225
C -0.928 0.224 0.802
C -0.589 0.488 -0.510
C 0.684 0.392 -1.647
O 1.755 -0.086 -1.447
H -1.211 1.014 -1.184
H 0.500 0.864 -2.618


(7)
14
Properties=species:S:1:pos:R:3 method="wB97M-V/def2-TZVPD" relative_energy_kj_mol=396.85 homo_energy_ev=-8.8975 max_force_ev_per_a=0.51 total_energy_ev=-8369.169 smiles="OC1=CC1.CO" orbital_gap_ev=9.55
O -0.123 -2.091 -0.111
C -0.789 -0.965 0.156
C -1.648 -0.096 -0.257
C -1.168 0.031 1.187
H 0.344 -2.368 0.688
H -2.393 0.215 -0.968
H -1.842 -0.298 1.983
H -0.505 0.856 1.476
C 1.669 0.660 -0.594
O 0.613 1.590 -0.673
H 1.579 -0.078 0.224
H 2.559 1.257 -0.400
H 1.804 0.089 -1.522
H -0.100 1.198 -1.191


(8)
64
Properties=species:S:1:pos:R:3 method="wB97M-V/def2-TZVPD" relative_energy_kj_mol=0.00 multiplicity=2 homo_energy_ev="-13.6623 / -13.6630" max_force_ev_per_a=6.90 total_energy_ev=-73511.649 orbital_gap_ev="4.20 / 5.03" charge=+2
P -1.267 -0.783 1.182
P 0.984 0.159 -0.750
C -1.682 0.654 0.092
C -0.729 0.803 -1.098
H -1.675 1.549 0.732
H -2.716 0.538 -0.254
H -1.112 0.242 -1.962
H -0.663 1.863 -1.386
C 1.872 1.615 -0.126
H 2.944 1.378 -0.127
H 1.565 1.853 0.900
H 1.679 2.468 -0.786
C 1.743 -0.277 -2.314
H 1.678 0.557 -3.022
H 1.253 -1.168 -2.726
H 2.793 -0.521 -2.110
C -1.880 -0.492 2.850
H -1.725 -1.397 3.454
H -2.943 -0.230 2.826
H -1.308 0.328 3.305
C -2.174 -2.191 0.465
H -1.765 -2.454 -0.521
H -3.237 -1.930 0.373
H -2.062 -3.059 1.126
V 0.974 -1.265 1.055
C -2.628 2.968 -2.956
C -2.073 3.784 -2.049
C -2.813 4.807 -1.228
C -4.197 4.373 -0.689
C -4.262 2.952 -0.203
C -4.556 1.883 -0.957
C -4.903 1.910 -2.421
C -4.092 2.900 -3.291
C 0.292 -2.789 2.439
H -2.000 2.290 -3.552
H -0.981 3.836 -1.944
H -2.949 5.731 -1.817
H -2.174 5.085 -0.374
H -4.414 5.018 0.180
H -4.973 4.566 -1.442
H -4.072 2.836 0.874
H -4.682 0.897 -0.489
H -5.976 2.139 -2.544
H -4.764 0.891 -2.823
H -4.166 2.539 -4.331
H -4.554 3.895 -3.258
H 0.940 -3.636 2.152
H -0.740 -3.152 2.557
H 0.640 -2.387 3.410
C 4.926 -5.120 1.439
Si 5.375 -3.291 1.465
C 5.819 -2.829 3.240
C 6.859 -2.971 0.373
C 3.925 -2.314 0.903
C 2.921 -1.650 0.570
H 5.773 -5.754 1.737
H 4.609 -5.430 0.435
H 4.092 -5.325 2.123
H 6.663 -3.418 3.628
H 6.093 -1.769 3.315
H 4.965 -2.991 3.911
H 6.650 -3.208 -0.678
H 7.171 -1.919 0.416
H 7.707 -3.589 0.696


(9)
79
Properties=species:S:1:pos:R:3 method="wB97M-V/def2-TZVPD" multiplicity=2 homo_energy_ev="-8.5388 / -9.4201" max_force_ev_per_a=1.76 total_energy_ev=-38406.574 orbital_gap_ev="9.07 / 9.60"
C -1.729 0.188 5.318
C -0.513 -0.588 4.802
O -0.772 -1.015 3.463
C 0.010 -0.447 2.439
C -0.521 -1.050 1.109
O -1.916 -1.257 1.192
C -2.401 -2.364 0.459
C -0.124 1.076 2.372
C 0.821 1.794 1.370
C -0.021 2.362 0.207
C 1.459 3.001 2.051
N 1.815 0.878 0.758
O 2.634 1.480 -0.024
C 2.473 -0.114 1.643
C 3.147 -1.138 0.702
C 3.593 0.494 2.483
C 1.479 -0.869 2.558
H -2.342 -0.411 5.979
H -1.419 1.105 5.808
H -2.324 0.475 4.460
H 0.361 0.049 4.886
H -0.358 -1.488 5.388
H -0.303 -0.353 0.302
H 0.029 -1.967 0.903
H -1.637 -2.819 -0.163
H -2.792 -3.132 1.129
H -3.226 -2.034 -0.170
H -1.149 1.278 2.080
H -0.001 1.544 3.344
H -0.918 2.843 0.579
H 0.566 3.118 -0.304
H -0.274 1.587 -0.507
H 2.116 2.746 2.874
H 1.952 3.640 1.332
H 0.644 3.586 2.469
H 2.493 -1.352 -0.138
H 3.420 -2.029 1.252
H 4.062 -0.698 0.320
H 4.212 -0.334 2.817
H 3.235 0.985 3.380
H 4.231 1.140 1.892
H 1.847 -0.785 3.574
H 1.515 -1.927 2.328
C 2.359 1.235 -3.233
C 2.512 2.020 -4.521
O 1.922 1.344 -5.636
H 2.821 0.251 -3.334
H 2.820 1.753 -2.395
H 1.302 1.079 -3.000
H 3.564 2.160 -4.761
H 2.051 3.009 -4.420
H 0.986 1.223 -5.439
C -0.895 3.469 -8.054
C -0.182 4.712 -7.552
O 0.351 4.522 -6.245
H -1.701 3.195 -7.373
H -1.315 3.631 -9.047
H -0.204 2.624 -8.105
H -0.875 5.549 -7.485
H 0.625 4.991 -8.237
H 0.978 3.789 -6.290
C 1.344 -6.230 -0.512
C 0.303 -5.147 -0.301
O 0.858 -4.000 0.345
H 1.778 -6.529 0.442
H 0.905 -7.108 -0.988
H 2.157 -5.866 -1.144
H -0.498 -5.506 0.344
H -0.137 -4.848 -1.258
H 1.566 -3.661 -0.215
C -5.857 -1.549 1.577
C -5.297 -0.359 2.335
O -4.946 -0.701 3.672
H -6.736 -1.945 2.088
H -6.139 -1.271 0.560
H -5.118 -2.352 1.523
H -6.040 0.434 2.403
H -4.416 0.040 1.819
H -4.272 -1.389 3.628


(10)
19
Properties=species:S:1:pos:R:3 method="wB97M-V/def2-TZVPD" multiplicity=3 homo_energy_ev="-6.7142 / -9.4695" max_force_ev_per_a=4.76 total_energy_ev=-76828.610 orbital_gap_ev="7.23 / 7.25"
C 1.385 -0.440 -1.020
C -0.157 -1.669 0.233
C 0.733 0.847 -0.725
C -0.127 0.875 0.572
C -0.866 -0.406 0.672
O 0.499 -1.511 -1.016
O 1.789 1.759 -0.643
O -1.007 1.983 0.585
Se -2.609 -0.060 -0.255
H 1.988 -0.646 -1.991
H 2.115 -0.697 -0.083
H 0.550 -2.027 1.064
H -0.959 -2.458 0.118
H -0.028 1.055 -1.624
H 0.601 1.102 1.318
H -1.018 -0.925 2.480
H 1.474 2.663 -0.690
H -1.343 2.114 1.412
H -3.017 -1.560 -0.405